Molecular formula: C34H77I2N5O8S
Method: DFT, the ωB97M-V functional and the def2-TZVPD basis

Positions of all 127 atoms, in Å:
C (4.814, 2.087, 5.235)
C (4.292, 3.421, 4.690)
I (5.788, 4.372, 3.486)
C (2.926, 3.305, 4.007)
I (1.742, 5.060, 4.301)
C (2.922, 2.995, 2.519)
O (3.676, 1.822, 2.333)
C (3.154, 0.900, 1.401)
C (2.570, -0.306, 2.133)
C (3.705, -1.000, 2.967)
N (5.077, -0.861, 2.521)
C (1.918, -1.287, 1.153)
C (2.695, -1.576, -0.140)
C (3.794, -2.657, -0.013)
C (5.048, -2.280, -0.802)
C (6.325, -3.049, -0.400)
C (7.528, -2.115, -0.253)
C (7.843, -1.359, -1.547)
S (8.387, 0.343, -1.219)
C (7.289, 1.199, -2.247)
N (6.741, 0.813, -3.352)
N (5.916, 1.851, -3.756)
C (6.061, 2.777, -2.881)
O (6.898, 2.445, -1.882)
O (1.637, 0.292, 3.050)
C (0.516, -0.450, 3.508)
N (0.854, -1.633, 4.256)
C (-0.292, 0.518, 4.371)
C (-0.685, 1.774, 3.592)
N (-1.829, 2.474, 4.205)
H (5.410, 1.546, 4.509)
H (5.459, 2.296, 6.089)
H (3.986, 1.483, 5.601)
H (4.179, 4.093, 5.536)
H (2.394, 2.485, 4.487)
H (3.351, 3.822, 1.947)
H (1.884, 2.861, 2.211)
H (3.935, 0.617, 0.703)
H (2.347, 1.349, 0.810)
H (3.481, -2.060, 3.095)
H (3.647, -0.559, 3.962)
H (5.472, 0.031, 2.769)
H (5.209, -1.051, 1.541)
H (0.916, -0.958, 0.874)
H (1.779, -2.247, 1.655)
H (3.102, -0.679, -0.600)
H (1.969, -1.966, -0.855)
H (4.046, -2.859, 1.027)
H (3.392, -3.572, -0.450)
H (4.874, -2.415, -1.870)
H (5.241, -1.208, -0.678)
H (6.544, -3.838, -1.120)
H (6.160, -3.529, 0.566)
H (8.407, -2.668, 0.076)
H (7.296, -1.405, 0.543)
H (6.995, -1.305, -2.222)
H (8.637, -1.864, -2.096)
H (5.578, 3.738, -2.885)
H (-0.143, -0.741, 2.685)
H (0.858, -2.480, 3.713)
H (1.698, -1.532, 4.796)
H (-1.207, 0.002, 4.648)
H (0.296, 0.786, 5.249)
H (0.183, 2.423, 3.471)
H (-0.957, 1.458, 2.580)
H (-1.480, 3.283, 4.708)
H (-2.384, 2.880, 3.461)
C (-1.362, -2.594, -2.317)
C (-0.158, -3.148, -3.061)
C (-0.573, -4.023, -4.234)
O (0.686, -3.881, -2.169)
H (-1.964, -3.408, -1.905)
H (-1.045, -1.968, -1.483)
H (-1.997, -1.995, -2.968)
H (0.457, -2.323, -3.425)
H (-1.152, -4.881, -3.879)
H (0.304, -4.409, -4.755)
H (-1.185, -3.467, -4.945)
H (0.178, -4.623, -1.824)
C (-5.165, 0.542, -3.349)
C (-5.003, -0.734, -2.535)
C (-6.272, -1.071, -1.770)
O (-3.895, -0.613, -1.642)
H (-5.378, 1.387, -2.688)
H (-4.248, 0.770, -3.893)
H (-5.983, 0.453, -4.065)
H (-4.747, -1.559, -3.203)
H (-6.518, -0.279, -1.062)
H (-6.140, -1.989, -1.196)
H (-7.121, -1.200, -2.440)
H (-4.087, 0.108, -1.033)
C (5.768, 7.215, 0.186)
C (4.662, 8.031, 0.838)
C (5.050, 8.478, 2.240)
O (3.448, 7.284, 0.874)
H (5.964, 6.311, 0.770)
H (5.473, 6.905, -0.817)
H (6.695, 7.786, 0.116)
H (4.444, 8.906, 0.224)
H (5.227, 7.607, 2.878)
H (4.248, 9.062, 2.690)
H (5.958, 9.084, 2.226)
H (3.605, 6.505, 1.421)
C (-10.317, 0.497, -2.209)
C (-10.153, -0.769, -1.382)
C (-11.445, -1.153, -0.677)
O (-9.093, -0.614, -0.439)
H (-10.588, 1.338, -1.564)
H (-9.382, 0.751, -2.709)
H (-11.095, 0.380, -2.964)
H (-9.839, -1.587, -2.034)
H (-11.750, -0.361, 0.013)
H (-11.307, -2.064, -0.095)
H (-12.253, -1.314, -1.392)
H (-9.330, 0.102, 0.161)
C (-8.443, -6.275, -3.583)
C (-8.647, -4.902, -4.204)
C (-7.783, -3.847, -3.533)
O (-10.023, -4.526, -4.146)
H (-8.723, -6.259, -2.526)
H (-9.070, -7.016, -4.081)
H (-7.402, -6.593, -3.657)
H (-8.406, -4.946, -5.267)
H (-8.049, -3.755, -2.476)
H (-7.943, -2.872, -3.996)
H (-6.722, -4.094, -3.599)
H (-10.275, -4.482, -3.217)

## Properties
Gap between HOMO and LUMO: 9.24 eV
Max |F|: 0.68 eV/A
DFT total energy: -87372.557 eV
Structure (SMILES): C[C@@H](I)[C@@H](I)COC[C@](CN)(CCCCCCCSc1nnco1)O[C@@H](N)CCN.CC(C)O.CC(C)O.CC(C)O.CC(C)O.CC(C)O
Net charge: 0
LUMO level: 0.0138 Ha